(1)
This record from the OMol25 dataset describes a molecular structure, C25H42Cl2MoO2P2. The level of theory is ωB97M-V/def2-TZVPD.

## Properties
- highest occupied orbital energy (spin up / spin down) (eV) = -14.2 / -14.2
- LUMO energy (spin up / spin down) (eV) = -8.458 / -7.946
- 2S+1 = 3
- net charge = +2
- ⟨S²⟩ = 2.05
- F_max (eV Å⁻¹) = 5.70
- E_tot (Ha) = -2798.89092

Each line ends with the Löwdin spin population.
Geometry (Å):
Mo: 0.437 -0.710 1.251  1.88
Cl: -4.094 -3.249 -1.296  0.00
Cl: -1.744 -4.438 -2.657  0.00
P: -1.517 0.561 0.698  -0.01
P: 1.026 -0.516 -1.033  -0.03
O: -1.502 -4.410 0.920  0.00
O: -1.308 -2.499 -0.327  0.02
C: 1.550 -3.820 1.802  0.01
C: -0.889 -2.802 3.515  0.01
C: 1.058 1.802 -3.233  0.00
C: 2.328 -1.346 2.182  0.01
C: 2.341 0.718 -0.761  0.03
C: 0.263 -1.967 3.088  0.01
C: -3.213 0.027 0.590  0.00
C: 0.507 -0.589 3.442  0.02
C: -1.853 2.869 -1.696  0.00
C: -2.358 2.448 -3.042  0.00
C: -0.125 1.275 -3.603  0.00
C: -1.293 2.072 -4.100  0.00
C: 1.228 -1.690 -2.355  0.00
C: 3.686 -1.476 1.577  0.00
C: -0.696 3.527 -1.471  0.00
C: -1.715 -3.663 -0.056  0.00
C: 0.168 4.140 -2.532  0.00
C: -0.370 0.234 4.324  0.00
C: 2.473 1.101 3.137  0.02
C: 1.327 3.271 -3.101  0.00
C: 1.380 -2.431 2.304  0.01
C: -2.656 -4.294 -1.134  0.00
C: -0.647 0.342 -1.007  -0.02
C: -1.367 2.204 1.429  0.01
C: 1.778 -0.192 2.872  0.03
H: 2.986 1.029 4.110  0.00
H: -2.986 3.251 -3.479  0.00
H: -0.616 -3.477 4.335  0.00
H: 4.073 -0.522 1.201  0.00
H: -1.998 2.951 0.939  0.00
H: 3.254 0.366 -1.270  0.00
H: -0.465 4.462 -3.373  0.00
H: -1.800 1.472 -4.878  0.00
H: -0.393 3.783 -0.451  0.00
H: -0.405 1.341 -1.357  0.00
H: -1.340 -0.141 -1.715  0.00
H: -2.978 -5.290 -0.815  0.00
H: 3.682 -2.199 0.753  0.00
H: 1.598 3.700 -4.089  0.00
H: -0.297 1.299 4.088  0.00
H: -0.092 0.101 5.376  0.00
H: -0.326 2.552 1.433  0.00
H: 2.551 0.815 0.321  0.01
H: 2.293 -3.852 0.999  0.00
H: -2.558 2.676 -0.883  0.00
H: -3.622 0.054 1.608  0.00
H: -3.241 -1.004 0.219  0.00
H: -0.255 0.190 -3.670  0.00
H: 4.381 -1.846 2.345  0.00
H: 1.954 1.167 -3.207  0.00
H: 1.879 -4.492 2.604  0.00
H: -1.692 2.113 2.477  0.00
H: 3.226 1.333 2.374  0.00
H: 2.167 -2.242 -2.165  0.00
H: 1.767 1.944 3.189  0.00
H: 0.387 -2.410 -2.321  0.00
H: -1.417 -0.069 4.219  0.00
H: -1.220 -3.421 2.667  0.00
H: 2.061 1.709 -1.140  0.00
H: -3.045 1.599 -2.886  0.00
H: 0.585 -4.196 1.430  0.00
H: 2.231 3.401 -2.485  0.00
H: -3.812 0.673 -0.064  0.00
H: 0.636 5.047 -2.108  0.00
H: -0.923 2.990 -4.572  0.00
H: -1.713 -2.167 3.853  0.00
H: 1.279 -1.191 -3.337  0.00

***

(2)
This record from the OMol25 dataset describes 3 unconnected molecules or ions with the total composition C25H42ClN2O6P. The level of theory is ωB97M-V/def2-TZVPD.

## Properties
- highest occupied orbital energy (eV) = -8.4
- LUMO energy (eV) = -1.757
- 2S+1 = 1
- SMILES string = CCP(C)c1cc(Cl)c2c(c1)C(=O)C=CC2=O.COCCNCCOC.COCCNCCOC
- F_max (eV Å⁻¹) = 4.70
- E_tot (Ha) = -2339.95017

Each line ends with the Mulliken charge.
Geometry (Å):
Cl: 0.195 -1.087 -0.624  -0.15
P: -0.746 4.614 0.499  -0.05
O: -3.063 -0.287 -1.225  -0.35
O: 4.771 -3.058 5.814  -0.43
O: 1.933 -1.448 2.677  -0.35
O: 3.240 -1.433 -1.302  -0.57
O: -5.995 -2.756 -3.636  -0.34
O: 4.834 3.895 -0.480  -0.58
N: -4.396 -0.259 -4.074  -0.32
N: 2.746 -4.154 3.671  -0.32
C: 2.912 2.373 -0.611  0.28
C: -2.386 -0.255 -2.477  0.07
C: 5.392 1.639 -1.472  -0.56
C: -4.143 -1.568 -4.678  -0.14
C: 2.396 0.896 -0.780  0.03
C: 1.465 -3.490 3.914  -0.21
C: 0.476 3.225 0.050  0.86
C: 4.426 -1.836 5.180  -0.48
C: -0.077 1.765 -0.076  -0.76
C: -7.193 -2.078 -3.297  -0.72
C: 1.973 3.533 -0.214  -0.78
C: 4.930 0.299 -1.635  -0.45
C: 3.463 -0.186 -1.241  0.68
C: -1.773 4.816 -1.119  -0.80
C: -3.962 -1.374 -1.066  -0.59
C: 1.077 -2.589 2.740  -0.76
C: 0.885 0.592 -0.489  0.31
C: 4.456 2.753 -0.844  0.43
C: 3.674 -3.932 6.055  -0.48
C: -3.186 0.418 -3.604  -1.18
C: -0.504 7.464 -0.217  -1.05
C: -5.446 -2.342 -4.889  -0.81
C: 3.303 -4.816 4.853  -0.68
C: 0.135 6.278 0.709  -0.32
C: 2.805 -1.462 1.557  -0.33
H: -6.994 -1.034 -3.039  0.30
H: 5.151 -1.079 5.489  0.31
H: -3.645 -1.430 -5.643  0.37
H: 3.418 -3.468 3.348  0.07
H: -7.922 -2.132 -4.113  0.34
H: 4.003 -4.602 6.856  0.35
H: -2.523 0.590 -4.459  0.44
H: -1.492 0.355 -2.311  0.12
H: -1.184 1.504 0.114  0.38
H: -4.024 -1.608 0.000  0.31
H: 6.459 1.925 -1.777  0.32
H: 1.509 -2.862 4.811  0.18
H: -2.522 5.670 -1.059  0.34
H: -2.021 -1.250 -2.751  0.38
H: 3.427 -1.488 5.459  0.27
H: 0.100 8.427 -0.011  0.35
H: 0.065 -2.210 2.918  0.37
H: 4.210 -5.331 4.523  0.37
H: -5.216 -3.256 -5.445  0.40
H: 0.689 -4.248 4.061  0.40
H: -2.258 3.785 -1.290  0.15
H: -5.021 -0.375 -3.284  0.08
H: 2.604 -5.593 5.184  0.39
H: 2.249 -1.623 0.626  -0.06
H: 2.408 4.579 -0.142  0.22
H: 3.578 -2.227 1.670  0.27
H: 1.058 -3.144 1.796  0.32
H: 3.296 -0.487 1.500  0.25
H: 5.665 -0.446 -2.079  0.35
H: -7.623 -2.569 -2.421  0.23
H: -0.304 7.192 -1.316  0.28
H: -1.620 7.587 0.015  0.25
H: -1.008 5.008 -1.965  0.26
H: -3.496 -2.180 -4.040  0.16
H: 4.508 -1.937 4.096  0.14
H: -3.631 -2.272 -1.596  0.31
H: -3.500 1.405 -3.249  0.42
H: 1.251 6.274 0.466  0.25
H: -6.164 -1.768 -5.485  0.40
H: -4.963 -1.085 -1.391  0.14
H: 0.042 6.637 1.805  0.35
H: 2.818 -3.383 6.459  0.34

***

(3)
This record from the OMol25 dataset describes a molecular structure, C25H42ClN7O2Rh. The level of theory is ωB97M-V/def2-TZVPD.

## Properties
- highest occupied orbital energy (spin up / spin down) (eV) = -14.1 / -15.3
- LUMO energy (spin up / spin down) (eV) = -6.902 / -10.641
- 2S+1 = 5
- relative energy (zero: lowest compared OMol25 entry of this formula, charge and spin) (kcal per mole) = 0.0
- net charge = +3
- ⟨S²⟩ = 6.02
- F_max (eV Å⁻¹) = 0.12
- E_tot (Ha) = -2081.36834

Each line ends with the Löwdin spin population.
Geometry (Å):
Rh: -0.133 2.644 1.951  2.09
Cl: 2.372 -3.988 -7.917  0.20
O: -0.060 4.058 4.236  0.26
O: 0.788 -2.975 0.666  0.01
N: -0.620 -0.434 -1.197  0.00
N: 2.105 3.437 1.659  0.06
N: 4.486 5.342 3.949  0.00
N: -2.086 3.714 -0.273  0.01
N: -0.906 -1.110 -0.064  0.00
N: -1.092 4.072 0.575  0.07
N: -0.304 0.869 0.597  0.07
C: 0.223 -4.019 -4.029  0.23
C: 0.358 -2.809 -4.763  0.05
C: -3.785 4.643 -1.836  0.00
C: 2.655 4.049 2.871  0.01
C: 0.236 -6.019 -0.002  0.00
C: 0.378 -3.557 -1.586  0.03
C: -0.526 -4.040 -2.746  0.04
C: 1.482 -5.211 -5.716  0.07
C: -2.650 4.775 -0.883  0.00
C: -2.150 -5.250 -0.090  0.00
C: -0.045 6.187 1.300  0.00
C: -1.023 5.400 0.495  0.01
C: -1.374 -2.490 -0.063  0.00
C: 4.032 4.676 2.667  0.00
C: -1.976 5.882 -0.412  0.00
C: -0.255 0.747 -0.760  0.01
C: -0.236 -3.519 -0.167  0.00
C: -0.732 -4.897 0.393  0.00
C: -0.716 -0.331 0.993  0.02
C: -0.784 -4.849 1.928  0.00
C: -1.705 2.420 4.820  0.08
C: 1.582 -3.995 -6.451  0.23
C: -0.669 3.060 3.945  0.28
C: 0.818 -5.208 -4.529  0.05
C: 1.015 -2.787 -5.953  0.07
H: -1.622 2.781 5.845  0.01
H: 2.697 3.286 3.650  0.00
H: 0.071 5.756 2.295  0.00
H: 0.721 -6.125 -3.961  0.00
H: 1.947 4.803 3.217  0.00
H: -4.007 5.610 -2.280  0.00
H: 1.112 -1.883 -6.539  0.00
H: -1.631 1.336 4.777  0.00
H: -2.374 2.752 -0.333  0.00
H: -2.908 -4.615 0.371  0.00
H: 5.395 5.797 3.836  0.00
H: 1.411 -3.672 0.901  0.00
H: 4.575 4.667 4.713  0.00
H: -3.551 3.945 -2.640  0.00
H: -1.394 -3.382 -2.834  0.01
H: -0.394 7.211 1.414  0.00
H: 0.927 6.237 0.802  0.00
H: 2.031 4.117 0.908  0.00
H: -4.684 4.292 -1.327  0.00
H: -2.378 -6.273 0.210  0.00
H: 1.265 -4.191 -1.541  0.00
H: 0.727 -2.547 -1.807  0.00
H: -0.872 -5.053 -2.558  0.00
H: -0.872 -0.655 2.008  0.00
H: -0.088 -1.906 -4.364  0.00
H: 2.693 2.678 1.328  0.00
H: 1.273 -5.793 0.264  0.00
H: 0.205 -4.792 2.382  0.00
H: -0.033 -6.931 0.530  0.00
H: -1.906 -2.626 0.875  0.00
H: -2.683 2.703 4.420  0.00
H: -1.374 -4.013 2.306  0.00
H: 0.042 1.546 -1.420  0.00
H: 1.928 -6.110 -6.121  0.00
H: 4.797 3.945 2.409  0.00
H: -2.094 -2.591 -0.872  0.00
H: 0.203 -6.249 -1.068  0.00
H: 3.821 6.059 4.253  0.00
H: 4.018 5.454 1.905  0.00
H: -1.254 -5.764 2.290  0.00
H: -2.284 -5.197 -1.169  0.00
H: -2.160 6.908 -0.681  0.00